1.
9
Properties=species:S:1:pos:R:3 method="wB97M-V/def2-TZVPD" total_energy_ha=-1040.1746
S 0.8075 0.1522 -0.7304
O 1.5616 0.8632 0.5388
O 1.9577 -0.9930 -1.0293
Hg 3.1200 -0.1982 0.2528
C -0.9628 -1.7752 0.6979
F -1.7390 -1.5602 -0.3745
F -1.1471 -0.7836 1.5787
H 0.0172 -2.2579 0.5843
F -1.6997 -2.9204 1.3742

2.
116
Properties=species:S:1:pos:R:3 method="wB97M-V/def2-TZVPD" charge=-1 total_energy_ha=-5854.7340
As -12.4170 -16.3846 -19.8127
F -12.7639 -14.7147 -19.5192
F -11.9289 -16.5731 -18.1454
F -12.1462 -18.0742 -20.0757
F -12.8679 -16.1706 -21.4771
F -10.7725 -16.0345 -20.1900
F -14.0500 -16.7587 -19.3623
C -11.1215 -20.1573 -17.9746
O -11.0905 -19.1193 -17.0175
H -12.0703 -20.2166 -18.5157
H -10.3451 -20.0115 -18.7403
H -10.9222 -21.0951 -17.4627
H -11.3203 -18.2885 -17.4498
C -10.1472 -13.9126 -22.5203
O -9.3336 -12.7815 -22.2042
H -10.5267 -13.7797 -23.5426
H -9.5627 -14.8262 -22.4923
H -11.0184 -13.9811 -21.8657
H -9.9337 -12.0430 -22.0748
C -9.7183 -13.2858 -18.9323
O -9.1192 -12.6649 -17.7981
H -8.9859 -13.5129 -19.7048
H -10.2412 -14.2089 -18.6839
H -10.4545 -12.6184 -19.3965
H -9.6666 -12.8825 -17.0395
C -15.8111 -17.9586 -24.6532
C -14.8948 -18.2376 -23.4809
C -15.6303 -18.5883 -22.1878
O -14.9975 -19.7550 -21.6908
C -14.1482 -20.2402 -22.6231
O -13.5038 -21.2298 -22.5039
O -14.1311 -19.4445 -23.7154
H -16.7328 -18.5306 -24.6040
H -15.2932 -18.0594 -25.6055
H -16.0674 -16.8917 -24.6102
H -14.1630 -17.4390 -23.3503
H -16.6913 -18.7861 -22.3706
H -15.6134 -17.7797 -21.4553
C -14.8615 -13.3756 -22.1772
C -15.2748 -11.9324 -22.0814
C -16.4871 -11.5412 -22.9637
O -17.3517 -10.8435 -22.0727
C -16.9372 -10.9944 -20.7996
O -17.5031 -10.5627 -19.8484
O -15.7942 -11.7045 -20.7500
H -14.5451 -13.6117 -23.1944
H -15.7109 -14.0188 -21.9376
H -14.0698 -13.5985 -21.4672
H -14.4828 -11.2028 -22.2530
H -16.9726 -12.4291 -23.3683
H -16.1943 -10.8538 -23.7524
C -11.3056 -16.9245 -24.6290
C -12.3845 -16.4885 -25.5912
C -12.8734 -15.0554 -25.3431
O -13.0451 -14.5414 -26.6694
C -12.3343 -15.3068 -27.5376
O -12.1697 -15.0433 -28.6832
O -11.8487 -16.4084 -26.9137
H -10.4985 -16.1913 -24.6665
H -10.9169 -17.8902 -24.9558
H -11.6176 -17.0160 -23.5879
H -13.2549 -17.1494 -25.5769
H -12.0764 -14.4748 -24.8762
H -13.7955 -15.0425 -24.7711
C -7.2811 -16.5721 -18.8527
C -7.6211 -15.9216 -17.5389
C -8.9721 -16.3642 -16.9537
O -8.6740 -16.6347 -15.5719
C -7.3458 -16.5515 -15.3667
O -6.8198 -16.6474 -14.3065
O -6.7014 -16.3695 -16.5372
H -7.4982 -17.6449 -18.8363
H -6.2047 -16.5330 -19.0410
H -7.7928 -16.1270 -19.7045
H -7.5857 -14.8338 -17.6263
H -9.3487 -17.2810 -17.3988
H -9.7085 -15.5672 -16.9834
C -15.2522 -13.8153 -17.9726
C -16.4729 -13.3949 -17.2057
C -17.7388 -13.2307 -18.0608
O -18.5939 -14.2886 -17.5835
C -18.0676 -14.8756 -16.4911
O -18.6034 -15.7149 -15.8487
O -16.8452 -14.3569 -16.2106
H -14.8852 -12.9764 -18.5592
H -15.4850 -14.6507 -18.6388
H -14.4467 -14.1533 -17.3209
H -16.2584 -12.4687 -16.6665
H -17.4969 -13.3905 -19.1098
H -18.2945 -12.3099 -17.9197
C -14.0322 -17.2245 -15.4913
C -15.0510 -17.8009 -16.4451
C -14.6208 -19.0500 -17.2414
O -15.6769 -19.9810 -16.9975
C -16.6022 -19.4538 -16.1748
O -17.6309 -19.9744 -15.8835
O -16.1834 -18.2657 -15.6934
H -13.0771 -17.0674 -15.9983
H -13.8464 -17.9678 -14.7141
H -14.3425 -16.2595 -15.0991
H -15.3883 -17.0403 -17.1545
H -13.6578 -19.4164 -16.8825
H -14.5782 -18.8322 -18.3039
C -8.7706 -21.5196 -22.0888
C -9.3900 -20.3609 -22.8202
C -9.5067 -19.0959 -21.9393
O -8.9459 -18.0584 -22.7365
C -8.3752 -18.5848 -23.8458
O -7.7708 -17.9482 -24.6442
O -8.5561 -19.9197 -23.8964
H -9.3842 -21.8296 -21.2436
H -7.7516 -21.2672 -21.7915
H -8.6986 -22.4052 -22.7267
H -10.3808 -20.6272 -23.1937
H -8.9784 -19.2504 -20.9977
H -10.5486 -18.8614 -21.7310

3.
34
Properties=species:S:1:pos:R:3 method="wB97M-V/def2-TZVPD" multiplicity=4 s2=3.830 charge=+2 total_energy_ha=-1384.3255
Re -0.0532 0.7107 -0.2473
N -1.6624 3.3732 -3.3412
C -1.2083 2.3564 -2.6286
S -0.1429 2.7508 -1.2106
N -1.4747 1.1331 -2.9143
N -1.0079 0.1782 -2.0653
C -1.2629 -1.0536 -2.4398
C -0.8509 -2.2552 -1.7968
C -1.2041 -3.4865 -2.3664
C -0.8228 -4.6746 -1.7810
C -0.0628 -4.6632 -0.6101
C 0.3163 -3.4675 -0.0312
C -0.0748 -2.2619 -0.6050
O 0.2729 -1.1043 -0.0340
H -1.3851 4.3201 -3.1455
H -2.2598 3.1920 -4.1347
H -1.8411 -1.1488 -3.3548
H -1.7830 -3.4869 -3.2818
H -1.1078 -5.6162 -2.2288
H 0.2410 -5.5941 -0.1512
H 0.9109 -3.4333 0.8729
C 1.4713 0.0162 3.4416
Sb 0.8653 1.5703 2.1140
C -0.3724 2.8257 3.3148
C 2.6402 2.7070 1.7905
H 1.9370 0.5012 4.2979
H 2.1925 -0.6331 2.9512
H 0.6085 -0.5573 3.7716
H 0.2250 3.1102 4.1792
H -1.2568 2.2838 3.6400
H -0.6588 3.7131 2.7559
H 3.0300 2.9955 2.7649
H 2.4063 3.5965 1.2098
H 3.3755 2.1028 1.2641

4.
40
Properties=species:S:1:pos:R:3 method="wB97M-V/def2-TZVPD" total_energy_ha=-990.7299
C 0.0985 4.9066 1.3490
N 0.1610 3.5181 0.7700
C -0.4919 3.2382 -0.4527
C -0.7281 4.2398 -1.3927
C -1.4640 3.9991 -2.5705
C -1.9089 2.6791 -2.8194
C -1.6253 1.6353 -1.9340
C -0.8780 1.8931 -0.7558
C -0.5950 0.7917 0.2196
N -0.3594 -0.4971 -0.5080
N 0.6909 -0.6892 -1.3213
N 0.7106 -1.9057 -1.6435
C -0.3840 -2.5482 -1.0587
C -0.8061 -3.8969 -1.1140
C -2.0002 -4.2743 -0.4471
C -2.7181 -3.3134 0.2634
C -2.2543 -1.9970 0.3484
C -1.1155 -1.6321 -0.3420
C 0.5802 1.0995 1.1064
C 1.3141 0.0765 1.7679
C 2.3318 0.3658 2.7209
C 2.5988 1.7087 3.0029
C 1.8813 2.7140 2.3666
C 0.8654 2.4497 1.4023
H -0.0163 4.8406 2.4371
H -0.7772 5.4534 0.9639
H 0.9992 5.4729 1.0724
H -0.3783 5.2777 -1.2665
H -1.6364 4.8419 -3.2765
H -2.4575 2.4292 -3.6995
H -2.0229 0.6369 -2.0961
H -1.4983 0.7370 0.8603
H -0.2178 -4.6264 -1.6853
H -2.3308 -5.3088 -0.5006
H -3.6150 -3.5547 0.8598
H -2.8167 -1.2744 0.9160
H 1.0401 -0.9325 1.5563
H 2.8688 -0.4304 3.2088
H 3.3361 1.9865 3.7457
H 2.2387 3.7073 2.5807